Record 1
A 2-piece molecular cluster, C24H31FN2O overall in a non-equilibrium geometry. Source: OMol25; level of theory: wB97M-V/def2-TZVPD.

Multiplicity: 1

Element x y z (Å)
1 O 2.0854 -0.7924 2.4372
2 H 2.1089 -1.4960 1.7027
3 C 1.1508 -1.3322 3.3578
4 C -0.3493 -1.0738 2.6512
5 C -0.5939 0.3069 2.2300
6 C -1.6326 0.7635 1.1965
7 N -1.3270 0.3010 -0.0872
8 C -0.1178 -1.0030 0.0213
9 C -0.4431 -1.8138 1.2364
10 H 0.0481 -2.7270 1.3109
11 H -1.3844 -1.9837 1.2636
12 H -0.1332 -1.5456 -0.8973
13 H 0.7305 -0.7119 0.0305
14 C -0.8171 1.1855 -0.9930
15 C 0.4512 1.8879 -0.9407
16 H 0.3198 2.6142 0.0855
17 H 1.1151 1.3204 -0.9366
18 C 0.3995 3.0970 -1.9976
19 N 0.5885 2.3102 -3.1784
20 C 1.2675 3.0021 -4.2482
21 C 0.8887 3.0258 -5.6943
22 C 1.7107 3.7220 -6.6086
23 C 3.0731 3.8816 -6.2766
24 C 3.4364 3.8298 -5.0008
25 C 2.8820 3.0531 -4.0906
26 H 3.0230 2.9967 -2.9868
27 H 4.3300 3.8087 -4.8807
28 H 3.8013 4.1526 -7.0434
29 H 1.2012 3.7524 -7.6428
30 F -0.5332 2.8766 -5.9121
31 C -0.5833 1.5897 -3.4926
32 H -0.5808 1.0393 -4.5922
33 C -0.7909 0.5240 -2.4048
34 H -1.8000 -0.1240 -2.7094
35 H 0.0119 -0.1290 -2.5850
36 H -1.4556 2.2917 -3.3788
37 H 1.4447 3.5030 -1.9200
38 H -0.5110 3.8993 -1.7814
39 H -1.6954 1.8663 -1.0413
40 H -2.4034 0.4281 1.5576
41 H -1.8882 1.8429 1.2480
42 H -0.8347 1.2917 3.2849
43 H 0.4209 0.9739 1.9553
44 C -1.4859 -1.4570 3.6002
45 C -1.2083 -2.9099 3.9234
46 C -0.5930 -3.5174 5.1405
47 C -0.5811 -4.7949 5.3858
48 C -1.3699 -5.7450 4.6783
49 C -1.8983 -5.2721 3.6150
50 C -2.0210 -3.7200 3.2517
51 H -2.6840 -3.5495 2.5437
52 H -2.5656 -5.9430 3.0525
53 H -1.0894 -6.8782 4.9793
54 H 0.0492 -5.0788 6.2156
55 H -0.0712 -2.6950 5.7495
56 H -2.3771 -1.0479 3.4785
57 H -1.2047 -0.9505 4.5261
58 H 1.2072 -0.5657 4.0803
59 H 1.2789 -2.2806 3.5310

Per-atom Mulliken charges, elementary charge units:
1. O -0.572
2. H 0.341
3. C -1.624
4. C 2.954
5. C -1.349
6. C -1.594
7. N -0.079
8. C -1.793
9. C -2.386
10. H 0.674
11. H 0.883
12. H 0.597
13. H 1.173
14. C -0.369
15. C -1.071
16. H 0.087
17. H 0.921
18. C -0.683
19. N 0.405
20. C 0.233
21. C 0.197
22. C -0.583
23. C -0.154
24. C -1.017
25. C -0.288
26. H 0.338
27. H 0.629
28. H 0.349
29. H 0.290
30. F -0.319
31. C -0.663
32. H 0.353
33. C -0.774
34. H 0.132
35. H 0.472
36. H 0.280
37. H 0.315
38. H 0.312
39. H 0.552
40. H 1.124
41. H 0.454
42. H 0.183
43. H 0.235
44. C -2.127
45. C 0.895
46. C -0.481
47. C -0.182
48. C -0.459
49. C -0.576
50. C -0.744
51. H 0.672
52. H 0.286
53. H 0.233
54. H 0.353
55. H 0.260
56. H 0.813
57. H 0.461
58. H 0.541
59. H 0.891


Record 2
C6H10O as an isolated structure in a non-equilibrium geometry. Source: OMol25; level of theory: wB97M-V/def2-TZVPD.

Multiplicity: 1

Element x y z (Å)
1 C 2.1194 -0.5909 -0.1623
2 C 1.2500 0.3865 0.0399
3 C -0.7562 1.4608 -0.8651
4 C -1.4231 0.7870 0.2574
5 O -2.1672 -0.3332 -0.1889
6 C -0.9642 -0.9881 -0.6035
7 C -0.1470 0.2161 -0.1982
8 H 1.8125 -1.5471 -0.5749
9 H 0.6709 -1.1933 2.1101
10 H 3.1586 -0.4441 0.0798
11 H 1.5767 1.3443 0.4269
12 H -0.3026 2.4357 -0.6772
13 H -1.1941 1.3300 -1.8359
14 H -1.6698 1.2818 1.1709
15 H -0.9818 -1.2797 -1.6514
16 H -0.8172 -1.8959 -0.0207
17 H 0.1038 -1.3100 2.5850

Per-atom Mulliken charges, elementary charge units:
1. C -0.809
2. C -0.624
3. C -0.785
4. C -0.057
5. O -0.447
6. C -0.408
7. C 0.922
8. H 0.247
9. H -0.213
10. H 0.279
11. H 0.247
12. H 0.281
13. H 0.216
14. H 0.351
15. H 0.238
16. H 0.331
17. H 0.231


Record 3
A single C5H8O2 molecule in a non-equilibrium geometry. Source: OMol25; level of theory: wB97M-V/def2-TZVPD.

Multiplicity: 1

Element x y z (Å)
1 O 1.7963 -0.6678 -0.9269
2 C 1.0965 -0.3120 0.2071
3 C 0.6321 1.2346 0.2248
4 C -0.6861 1.0787 -0.4118
5 C -1.4857 0.1684 0.2349
6 C -0.2416 -1.2109 0.1769
7 O -0.4709 -1.8009 -0.9054
8 H 1.0790 -1.0901 -1.4684
9 H 1.7047 -0.4739 1.1155
10 H 0.4410 1.4670 1.2807
11 H 1.3830 1.8770 -0.2588
12 H -0.8534 1.3328 -1.4621
13 H -1.6635 0.4282 1.2827
14 H -2.3197 -0.3060 -0.2634
15 H -0.4117 -1.7250 1.1744

Per-atom Mulliken charges, elementary charge units:
1. O -0.564
2. C -0.275
3. C -0.556
4. C -0.149
5. C -0.709
6. C 0.338
7. O -0.692
8. H 0.388
9. H 0.354
10. H 0.297
11. H 0.313
12. H 0.301
13. H 0.300
14. H 0.344
15. H 0.311


Record 4
C24H21Br4LuN2O3 as an isolated structure in a non-equilibrium geometry. Source: OMol25; level of theory: wB97M-V/def2-TZVPD.

Multiplicity: 1

Element x y z (Å)
1 Lu -0.2016 -0.1875 -0.4107
2 Br -3.7806 -5.3127 2.6037
3 C -2.6867 -3.8052 2.3268
4 C -2.2100 -3.0698 3.4058
5 Br -2.6271 -3.5661 5.1746
6 C -1.4068 -1.9497 3.1674
7 Br -0.6848 -0.9102 4.5750
8 C -1.0790 -1.5522 1.8794
9 O -0.3171 -0.4665 1.6321
10 C -1.5319 -2.3218 0.7812
11 O -1.1516 -1.9565 -0.4563
12 C -2.3399 -3.4264 1.0248
13 Br -2.9266 -4.3867 -0.4892
14 N -0.5920 -0.6627 -2.8317
15 C -1.0397 0.4394 -3.6517
16 C -0.4395 0.6178 -4.8909
17 C -0.8292 1.6476 -5.7311
18 C -1.8420 2.5025 -5.3257
19 C -2.4277 2.3239 -4.0806
20 C -2.0407 1.3055 -3.2058
21 C -2.6778 1.2705 -1.8432
22 C -4.0691 1.3393 -1.7805
23 C -4.7141 1.5198 -0.5645
24 C -3.9583 1.6677 0.5888
25 C -2.5719 1.5789 0.5152
26 C -1.8782 1.3479 -0.6839
27 H 0.0522 -1.2326 -3.3653
28 H -1.3673 -1.2688 -2.5778
29 H 0.3337 -0.0753 -5.2088
30 H -0.3507 1.7712 -6.6941
31 H -2.1665 3.3139 -5.9667
32 H -3.1931 3.0148 -3.7451
33 H -4.6517 1.2529 -2.6928
34 H -5.7964 1.5551 -0.5225
35 H -4.4440 1.8412 1.5426
36 H -2.0175 1.6831 1.4408
37 O 2.0027 -0.4416 -0.2237
38 C 2.8300 -0.4613 0.7334
39 C 4.2980 -0.3552 0.4387
40 C 4.8848 0.9899 0.9081
41 C 5.2165 1.0303 2.3994
42 C 4.0220 0.8465 3.3336
43 C 3.3031 -0.4878 3.1586
44 N 2.4298 -0.5375 1.9846
45 H 4.4092 -0.4763 -0.6354
46 H 4.8287 -1.1761 0.9295
47 H 4.1888 1.7957 0.6552
48 H 5.7942 1.1810 0.3377
49 H 5.7073 1.9781 2.6266
50 H 5.9507 0.2449 2.6123
51 H 3.2968 1.6527 3.1871
52 H 4.3648 0.9162 4.3683
53 H 2.6564 -0.6897 4.0088
54 H 4.0290 -1.3031 3.1108
55 H 1.4123 -0.5494 2.1269

Per-atom Mulliken charges, elementary charge units:
1. Lu 1.216
2. Br -0.170
3. C 0.196
4. C 0.158
5. Br -0.172
6. C -0.302
7. Br -0.165
8. C 0.868
9. O -0.988
10. C 0.360
11. O -0.538
12. C -0.145
13. Br -0.133
14. N -0.527
15. C 1.021
16. C -0.762
17. C -0.616
18. C -0.746
19. C -0.834
20. C 0.520
21. C 0.695
22. C -0.584
23. C -0.647
24. C -0.652
25. C -0.441
26. C -0.338
27. H 0.164
28. H 0.352
29. H 0.311
30. H 0.378
31. H 0.386
32. H 0.476
33. H 0.472
34. H 0.382
35. H 0.405
36. H 0.381
37. O -0.863
38. C 0.695
39. C -1.003
40. C -0.537
41. C -0.651
42. C -0.574
43. C -0.870
44. N 0.270
45. H 0.317
46. H 0.384
47. H 0.335
48. H 0.349
49. H 0.334
50. H 0.292
51. H 0.335
52. H 0.347
53. H 0.352
54. H 0.376
55. H 0.134


Record 5
C18H33LiN3O3 as an isolated structure in a non-equilibrium geometry. Source: OMol25; level of theory: wB97M-V/def2-TZVPD.

Multiplicity: 1
Charge: +1

Element x y z (Å)
1 C -4.3419 -0.1182 -1.5349
2 C -5.0551 -1.3791 -1.4918
3 H -4.5205 0.3994 -2.4722
4 H -4.5444 0.3593 -0.5858
5 C -4.6692 -2.2556 -0.4602
6 C -3.3863 -2.1477 0.0470
7 H -2.5260 -1.8689 -0.5577
8 H -3.1591 -2.6044 1.0340
9 C -6.3380 -1.6279 -2.2809
10 H -6.4821 -0.8386 -3.0412
11 H -7.2673 -1.6196 -1.6725
12 H -6.3474 -2.5928 -2.8256
13 C -5.6494 -3.2791 0.0834
14 H -5.8769 -4.0469 -0.6581
15 H -6.6235 -2.8391 0.3711
16 H -5.2677 -3.7977 0.9791
17 Li 2.1807 0.4437 -0.3019
18 O 0.0783 0.5363 -0.6017
19 C -0.8667 0.5724 0.2290
20 O 1.7563 0.8912 1.5031
21 C 0.6832 0.8043 2.1010
22 O 0.6803 0.8335 3.4461
23 N -0.5906 0.6702 1.6049
24 C -0.7144 0.8709 3.9086
25 C -1.5289 0.5746 2.6976
26 H -0.9126 1.8852 4.3032
27 H -0.8367 0.1684 4.7347
28 H -2.3278 1.2610 2.6208
29 H -1.8821 -0.4541 2.8054
30 C -2.2231 0.5392 -0.1300
31 C -2.7712 0.6398 -1.5211
32 H -2.9163 0.7289 0.6523
33 H -2.0818 0.2122 -2.2623
34 H -2.9617 1.6849 -1.9224
35 C 4.4781 -1.3849 -1.0698
36 N 4.0364 -0.7054 0.1648
37 C 3.9072 -1.6941 1.2477
38 C 4.9732 0.3718 0.5419
39 C 4.9628 1.5330 -0.4307
40 N 3.5845 1.9991 -0.8174
41 C 3.1468 3.1798 -0.0338
42 C 3.5322 2.3902 -2.2341
43 H 3.8653 -2.2716 -1.2011
44 H 5.5266 -1.6802 -0.9838
45 H 4.3600 -0.7275 -1.9313
46 H 4.8884 -2.0593 1.5554
47 H 3.3883 -1.2552 2.0929
48 H 3.3250 -2.5362 0.8545
49 H 4.7500 0.7105 1.5724
50 H 6.0099 -0.0258 0.5261
51 H 5.4813 2.3776 0.0236
52 H 5.4482 1.2229 -1.3536
53 H 3.9409 3.9618 -0.0278
54 H 2.2432 3.6090 -0.5067
55 H 2.9054 2.8949 1.0022
56 H 3.8396 1.5412 -2.8701
57 H 2.4930 2.6860 -2.4820
58 H 4.2036 3.2566 -2.4404

Per-atom Mulliken charges, elementary charge units:
1. C -0.996
2. C 1.191
3. H 0.301
4. H 0.229
5. C 1.047
6. C -1.041
7. H 0.426
8. H 0.238
9. C -1.404
10. H 0.377
11. H 0.328
12. H 0.357
13. C -1.441
14. H 0.350
15. H 0.314
16. H 0.393
17. Li 1.072
18. O -1.089
19. C 0.672
20. O -0.457
21. C 0.211
22. O -0.370
23. N 0.453
24. C -0.475
25. C -0.422
26. H 0.242
27. H 0.330
28. H 0.431
29. H 0.118
30. C -1.190
31. C -0.647
32. H 0.492
33. H 0.354
34. H 0.396
35. C -1.080
36. N 0.492
37. C -1.158
38. C -0.813
39. C -1.253
40. N 0.763
41. C -1.280
42. C -1.118
43. H 0.396
44. H 0.324
45. H 0.242
46. H 0.362
47. H 0.261
48. H 0.347
49. H 0.428
50. H 0.469
51. H 0.333
52. H 0.519
53. H 0.381
54. H 0.343
55. H 0.287
56. H 0.347
57. H 0.281
58. H 0.338


Record 6
A single C4H10OS2 molecule in a non-equilibrium geometry. Source: OMol25; level of theory: wB97M-V/def2-TZVPD.

SMILES: CSSCCCO
Multiplicity: 1

Element x y z (Å)
1 C -0.6966 -0.6436 0.4212
2 C -0.6766 -1.4175 -0.8971
3 O -1.8723 -1.9782 -1.1334
4 C -1.2035 0.7926 0.1837
5 S -0.2494 2.1334 -0.6004
6 S 1.6664 1.4511 -0.9113
7 C 2.2890 1.3318 0.8733
8 H 0.3632 -0.6011 0.7236
9 H -1.2424 -1.1785 1.2384
10 H 0.0624 -2.2833 -0.7109
11 H -0.1375 -0.8129 -1.6263
12 H -1.9448 -2.2502 -2.1133
13 H -2.1932 0.6525 -0.3034
14 H -1.5913 1.0874 1.1864
15 H 2.8332 0.3084 1.0083
16 H 1.5421 1.3630 1.6860
17 H 3.0514 2.0450 0.9752

Per-atom Mulliken charges, elementary charge units:
1. C -0.497
2. C -0.472
3. O -0.506
4. C -0.644
5. S -0.084
6. S -0.083
7. C -0.846
8. H 0.174
9. H 0.382
10. H 0.262
11. H 0.336
12. H 0.326
13. H 0.400
14. H 0.349
15. H 0.267
16. H 0.284
17. H 0.354


These records have energy above the lowest of the compared OMol25 structures with the same formula, charge and spin values of 0.00, 352.82, 367.06, 30.84, 472.62, 156.91 kJ/mol, in the order they appear.